1.
The following is a DFT calculation (ωB97M-V/def2-TZVPD) of a molecular structure, C36H57BrGe2MgN2O2SSi3.

```
105
Properties=species:S:1:pos:R:3:forces:R:3:mulliken_charge:R:1
Mg 0.524 0.483 -0.407 0.1 0.0 0.0 0.4165
S 4.681 1.799 0.450 0.0 0.0 0.0 -0.3941
C 4.775 0.082 0.682 0.0 0.0 0.0 0.9470
C 5.839 -0.683 1.147 0.0 0.0 0.0 -0.7418
C 5.660 -2.048 1.247 0.0 0.0 0.0 -0.5349
C 4.447 -2.644 0.882 0.0 0.0 0.0 -0.8313
C 3.393 -1.884 0.417 0.0 0.0 0.0 0.0011
C 3.559 -0.503 0.322 0.0 0.0 0.0 -0.8977
N 2.604 0.407 -0.106 0.0 0.0 0.0 0.0991
C 3.049 1.638 -0.094 0.0 0.0 0.0 0.8822
C 2.203 2.781 -0.480 0.0 0.0 0.0 0.8974
C 2.768 4.054 -0.573 0.0 0.0 0.0 -0.7776
C 1.983 5.127 -0.951 0.0 0.0 0.0 -0.8994
C 0.641 4.917 -1.238 0.0 0.0 0.0 -0.8047
C 0.091 3.645 -1.135 0.0 0.0 0.0 -0.0499
C 0.840 2.532 -0.751 0.0 0.0 0.0 -0.3672
H 6.779 -0.224 1.423 0.0 0.0 0.0 0.4272
H 6.471 -2.667 1.605 0.0 0.0 0.0 0.4056
H 4.339 -3.717 0.958 0.0 0.0 0.0 0.4487
H 2.462 -2.343 0.107 0.0 0.0 0.0 0.5068
H 3.821 4.210 -0.362 0.0 0.0 0.0 0.3609
H 2.415 6.115 -1.030 0.0 0.0 0.0 0.3924
H 0.022 5.751 -1.544 0.0 0.0 0.0 0.4319
H -0.961 3.534 -1.373 0.0 0.0 0.0 0.1585
C -2.788 1.353 -2.456 0.0 0.0 0.0 -1.0466
Si -3.483 -0.344 -2.082 0.0 0.0 0.0 0.3497
C -2.664 -1.635 -3.166 0.0 0.0 0.0 -1.0252
C -5.336 -0.374 -2.342 0.0 0.0 0.0 -1.0394
Ge -3.101 -0.848 0.242 0.0 0.0 0.0 1.0066
Si -4.286 -2.833 0.925 0.0 0.0 0.0 0.9886
C -5.992 -2.068 1.107 0.0 0.0 0.0 -1.3140
C -4.328 -4.093 -0.457 0.0 0.0 0.0 -0.8643
C -3.796 -3.558 2.576 0.0 0.0 0.0 -0.5537
Si -3.501 1.055 1.658 0.0 0.0 0.0 0.4059
C -3.509 0.556 3.460 0.0 0.0 0.0 -0.4563
C -2.264 2.407 1.313 0.0 0.0 0.0 -0.2673
C -5.205 1.633 1.135 0.0 0.0 0.0 -1.0697
H -2.924 1.592 -3.514 0.0 0.0 0.0 0.6067
H -1.717 1.428 -2.245 0.0 0.0 0.0 0.1192
H -3.298 2.124 -1.873 0.0 0.0 0.0 0.2617
H -2.982 -1.487 -4.201 0.0 0.0 0.0 0.5361
H -2.949 -2.648 -2.874 0.0 0.0 0.0 0.2804
H -1.576 -1.558 -3.150 0.0 0.0 0.0 0.1822
H -5.562 -0.085 -3.371 0.0 0.0 0.0 0.4441
H -5.862 0.317 -1.681 0.0 0.0 0.0 0.3100
H -5.746 -1.374 -2.183 0.0 0.0 0.0 0.2600
H -6.304 -1.491 0.235 0.0 0.0 0.0 0.2867
H -6.047 -1.420 1.984 0.0 0.0 0.0 0.2876
H -6.722 -2.870 1.245 0.0 0.0 0.0 0.4793
H -4.794 -3.667 -1.348 0.0 0.0 0.0 0.2643
H -4.932 -4.950 -0.149 0.0 0.0 0.0 0.4694
H -3.341 -4.465 -0.735 0.0 0.0 0.0 0.0778
H -3.549 -2.776 3.296 0.0 0.0 0.0 -0.2376
H -2.965 -4.260 2.523 0.0 0.0 0.0 0.3073
H -4.659 -4.104 2.969 0.0 0.0 0.0 0.5442
H -2.528 0.217 3.798 0.0 0.0 0.0 -0.3363
H -4.227 -0.245 3.647 0.0 0.0 0.0 0.2175
H -3.797 1.411 4.078 0.0 0.0 0.0 0.6256
H -1.230 2.105 1.483 0.0 0.0 0.0 -0.4224
H -2.469 3.261 1.965 0.0 0.0 0.0 0.5969
H -2.345 2.755 0.282 0.0 0.0 0.0 -0.0189
H -5.968 0.861 1.242 0.0 0.0 0.0 0.3119
H -5.206 1.972 0.097 0.0 0.0 0.0 0.2282
H -5.503 2.482 1.756 0.0 0.0 0.0 0.4400
Br -0.406 -6.657 -2.834 0.0 0.0 0.0 -0.1250
C -0.639 -5.451 -1.412 0.0 0.0 0.0 -0.1362
C -0.983 -5.928 -0.148 0.0 0.0 0.0 -0.5513
N -1.162 -5.134 0.901 0.0 0.0 0.0 -0.4701
C -1.025 -3.826 0.720 0.0 0.0 0.0 -0.2159
C -0.688 -3.266 -0.504 0.0 0.0 0.0 0.7631
C -0.465 -4.096 -1.598 0.0 0.0 0.0 -0.7923
C -0.452 -1.816 -0.603 0.0 0.0 0.0 0.8299
O 0.395 -1.348 -1.371 0.0 0.0 0.0 -0.8188
O -1.082 -0.983 0.198 0.0 0.0 0.0 -2.0112
H -1.114 -6.992 0.012 0.0 0.0 0.0 0.4302
H -1.163 -3.193 1.589 0.0 0.0 0.0 0.5869
H -0.174 -3.686 -2.557 0.0 0.0 0.0 0.6135
C 2.639 1.857 7.087 0.0 0.0 0.0 -1.5885
C 1.643 1.348 6.054 0.0 0.0 0.0 0.4534
C 1.263 2.417 5.037 0.0 0.0 0.0 -1.2467
C 0.278 1.938 3.966 0.0 0.0 0.0 -0.4538
Ge 1.071 0.529 2.839 0.0 0.0 0.0 0.0897
C 0.893 -1.392 3.283 0.0 0.0 0.0 -0.8000
C -0.450 -1.888 3.815 0.0 0.0 0.0 0.4834
C -0.721 -1.482 5.260 0.0 0.0 0.0 -0.0115
C -2.000 -2.091 5.820 0.0 0.0 0.0 -1.3640
H 2.898 1.083 7.809 0.0 0.0 0.0 0.4164
H 2.228 2.704 7.639 0.0 0.0 0.0 0.3576
H 3.561 2.190 6.607 0.0 0.0 0.0 0.3476
H 0.740 0.986 6.555 0.0 0.0 0.0 0.2012
H 2.071 0.481 5.533 0.0 0.0 0.0 0.0795
H 2.171 2.790 4.553 0.0 0.0 0.0 0.3359
H 0.826 3.272 5.564 0.0 0.0 0.0 0.5029
H 0.024 2.764 3.299 0.0 0.0 0.0 0.6473
H -0.658 1.591 4.410 0.0 0.0 0.0 0.3229
H 2.579 0.850 2.710 0.0 0.0 0.0 -0.1615
H 1.687 -1.611 4.005 0.0 0.0 0.0 0.7312
H 1.175 -1.927 2.371 0.0 0.0 0.0 0.0010
H -0.472 -2.983 3.763 0.0 0.0 0.0 0.7341
H -1.270 -1.537 3.173 0.0 0.0 0.0 -0.7261
H -0.765 -0.392 5.338 0.0 0.0 0.0 -0.2487
H 0.131 -1.792 5.872 0.0 0.0 0.0 0.5906
H -2.877 -1.745 5.269 0.0 0.0 0.0 0.0526
H -2.143 -1.822 6.866 0.0 0.0 0.0 0.4544
H -1.974 -3.181 5.755 0.0 0.0 0.0 0.3838
```
Forces are in eV/Å.

## Properties
2S+1 = 2
Max |F| = 0.1 eV/Å
Energy relative to the best compared isomer or geometry (same formula, charge and spin) = 20.8 kcal/mol
Net charge = +1
Expectation value of S² = 0.7515
E_HOMO (alpha / beta) = -9.93 / -10.70 eV



2.
The following is a DFT calculation (ωB97M-V/def2-TZVPD) of a molecular structure, C2H4Cu in a non-equilibrium geometry.

```
7
Properties=species:S:1:pos:R:3:forces:R:3:mulliken_charge:R:1
C -1.702 0.251 -0.310 -2.3 0.3 -2.9 -0.6270
C -0.462 -0.437 0.093 -0.2 -0.2 0.7 -0.4269
H -1.710 1.356 -0.257 0.3 -0.5 0.0 0.2542
H -2.607 -0.079 0.236 0.5 0.0 0.0 0.2340
H -0.660 -1.311 0.742 0.2 0.2 -0.6 0.3623
Cu 1.202 0.370 0.322 0.0 -0.1 -0.2 0.0219
H -2.116 0.070 -1.516 1.5 0.2 2.9 0.1815
```
Forces are in eV/Å.

## Properties
2S+1 = 2
Max |F| = 3.7 eV/Å
Expectation value of S² = 0.7584
E_HOMO (alpha / beta) = -7.14 / -8.55 eV



3.
The following is a DFT calculation (ωB97M-V/def2-TZVPD) of a single C2H2FN3O molecule in a non-equilibrium geometry.

```
9
Properties=species:S:1:pos:R:3:forces:R:3:mulliken_charge:R:1
C -0.277 0.354 -0.836 0.9 -0.3 1.4 0.5920
C -0.617 -1.301 1.107 -0.4 -0.1 0.6 0.2802
N -0.865 -0.533 -0.369 -1.2 -1.3 1.4 -0.2207
N 0.530 -1.149 1.551 1.2 0.2 -1.2 0.0678
N 0.348 1.398 -1.295 -2.1 -1.6 -2.8 -0.3993
O 1.502 -0.634 0.920 -0.2 0.6 0.2 -0.5774
F -1.558 -1.936 1.811 -0.2 0.8 -1.8 -0.2058
H 0.917 1.933 -0.777 2.5 1.7 2.7 0.2316
H 0.021 1.866 -2.110 -0.4 0.0 -0.7 0.2316
```
Forces are in eV/Å.

## Properties
Max |F| = 4.1 eV/Å
Energy relative to the best compared isomer or geometry (same formula, charge and spin) = 105.3 kcal/mol
E_HOMO (alpha / beta) = -8.22 / -8.22 eV



max |F| of number 1 (C36H57BrGe2MgN2O2SSi3)? 0.1 eV/Å



Which of these has the lowest max |F|? C36H57BrGe2MgN2O2SSi3



Look up the max |F| of the first one. 0.1 eV/Å



Look up the max |F| of the first one. 0.1 eV/Å